(1)
This record from the OMol25 dataset describes a molecular structure, C10H18BrFKN2O6P at a distorted geometry. The level of theory is wB97M-V/def2-TZVPD.

As for the net charge: 0. For the lowest unoccupied orbital energy, the calculation gives -0.059 Eh. The calculation puts the total energy at -4567.93123 a.u. The HOMO-LUMO gap comes out at 5.759 eV. The value obtained for the energy relative to the best compared isomer or geometry (same formula, charge and spin) is 0.00 kJ/mol.

XYZ file:
```
40
C10H18BrFKN2O6P | the OMol25 dataset | wB97M-V/def2-TZVPD
C -4.14 -0.06 -0.36
C -2.91 -0.83 -0.82
O -2.12 -1.26 0.31
P -0.78 -2.08 -0.04
O -0.77 -3.29 0.77
C 0.65 -1.04 0.42
C 0.21 0.46 0.45
C 1.30 1.50 0.14
N 1.84 1.32 -1.20
C 0.58 2.91 0.09
O -0.66 2.92 -0.05
O 1.32 3.89 0.19
N 2.45 1.51 1.08
F 3.35 0.50 0.67
C 2.10 1.15 2.42
C 1.09 2.11 3.00
O 1.06 3.27 2.87
Br -0.35 1.23 4.13
O -0.80 -2.41 -1.61
C 0.46 -2.91 -2.13
C 1.12 -1.83 -2.99
H -3.92 0.50 0.55
H -4.39 0.65 -1.13
H -4.99 -0.72 -0.17
H -3.24 -1.70 -1.38
H -2.34 -0.18 -1.47
H 0.93 -1.42 1.40
H 1.50 -1.21 -0.23
H -0.31 0.64 1.39
H -0.54 0.59 -0.31
H 1.66 0.38 -1.54
H 1.34 1.93 -1.83
H 3.00 1.25 3.04
H 1.76 0.12 2.58
H 1.08 -3.21 -1.28
H 0.25 -3.79 -2.72
H 2.15 -1.63 -2.69
H 0.57 -0.91 -2.82
H 1.03 -2.06 -4.04
K -0.53 3.70 5.31
```

=====

(2)
This record from the OMol25 dataset describes CH2BrOP in the gas phase at a distorted geometry. The level of theory is wB97M-V/def2-TZVPD.

As for the net charge: 0. For the lowest unoccupied orbital energy (spin up / spin down), the calculation gives -0.049 / -0.023 Eh. The calculation puts the total energy at -3029.78860 a.u. The HOMO-LUMO gap (spin up / spin down) comes out at 5.897 / 8.086 eV. The value obtained for the energy relative to the best compared isomer or geometry (same formula, charge and spin) is 260.26 kJ/mol.

XYZ file:
```
6
CH2BrOP | the OMol25 dataset | wB97M-V/def2-TZVPD
C -0.35 0.02 -0.07
O -3.73 1.26 0.75
P -3.23 0.83 -0.51
Br -1.85 -1.23 -0.02
H -0.56 0.67 0.78
H 0.60 -0.53 -0.22
```

=====

(3)
This record from the OMol25 dataset describes a molecular structure, C3H11ClInLuN2O2S at a distorted geometry. The level of theory is wB97M-V/def2-TZVPD.

As for the net charge: +2. For the lowest unoccupied orbital energy, the calculation gives -0.431 Eh. The calculation puts the total energy at -2664.11658 a.u. The HOMO-LUMO gap comes out at 3.321 eV.

XYZ file:
```
22
C3H11ClInLuN2O2S | the OMol25 dataset | wB97M-V/def2-TZVPD
C -1.55 3.06 -0.76
C -1.49 2.36 0.60
N -1.53 0.88 0.48
In 0.16 -0.13 0.71
N 1.31 -0.26 2.40
Cl 1.88 1.26 -0.92
S -0.15 -2.47 -0.41
C 1.27 -3.08 -1.36
O -0.13 -3.26 0.81
O -1.23 -2.41 -1.36
H -1.66 2.32 -1.56
H -2.42 3.71 -0.84
H -0.67 3.67 -0.96
H -0.58 2.68 1.14
H -2.30 2.67 1.26
H -2.29 0.47 1.00
H 1.27 -1.22 2.75
H 2.28 0.02 2.49
H 2.12 -2.82 -0.68
H 1.26 -2.61 -2.35
H 1.28 -4.18 -1.46
Lu 3.21 -0.67 -0.98
```

=====

(4)
This record from the OMol25 dataset describes 2 unconnected molecules or ions with the total composition C3H11N2O at a distorted geometry. The level of theory is wB97M-V/def2-TZVPD.

As for the net charge: 0. For the lowest unoccupied orbital energy (spin up / spin down), the calculation gives 0.015 / 0.014 Eh. The spin multiplicity is 2. The calculation puts the total energy at -305.53412 a.u. The HOMO-LUMO gap (spin up / spin down) comes out at 4.233 / 8.847 eV. The value obtained for the energy relative to the best compared isomer or geometry (same formula, charge and spin) is 98.98 kJ/mol.

XYZ file:
```
17
C3H11N2O | the OMol25 dataset | wB97M-V/def2-TZVPD
C -1.33 -0.05 1.45
C 0.04 -0.69 1.32
N 0.87 -0.36 0.12
C 1.43 0.85 -0.01
N 1.83 1.34 -1.19
H -1.73 -0.51 0.57
H -1.67 -0.47 2.46
H -1.56 1.05 1.39
H 0.79 -0.36 2.13
H -0.16 -1.71 1.53
H 0.37 -0.62 -0.74
H 1.59 1.43 0.86
H 1.64 0.72 -2.02
H 2.02 2.30 -1.20
H -1.20 -1.70 -2.51
H -1.88 -0.37 -2.18
O -1.05 -0.84 -1.96
```

=====

(5)
This record from the OMol25 dataset describes a molecular structure, C44H48As2BCsN7Si. The level of theory is wB97M-V/def2-TZVPD.

As for the net charge: -1. For the lowest unoccupied orbital energy, the calculation gives 0.079 Eh. The calculation puts the total energy at -6894.96681 a.u. The HOMO-LUMO gap comes out at 5.966 eV. The value obtained for the energy relative to the best compared isomer or geometry (same formula, charge and spin) is 41.90 kJ/mol.

XYZ file:
```
104
C44H48As2BCsN7Si | the OMol25 dataset | wB97M-V/def2-TZVPD
Cs 1.36 -0.32 -2.38
C 4.89 -1.30 -4.47
C 3.89 -2.13 -3.92
N 3.81 -1.99 -2.61
N 4.75 -1.07 -2.28
C 5.41 -0.65 -3.37
B 5.01 -0.59 -0.82
N 4.46 0.86 -0.64
C 5.02 1.86 0.07
C 4.20 2.97 -0.01
C 3.14 2.54 -0.81
N 3.30 1.27 -1.18
N 4.39 -1.56 0.19
C 5.05 -2.46 0.93
C 4.12 -3.23 1.61
C 2.89 -2.70 1.19
N 3.05 -1.70 0.34
H 5.17 -1.20 -5.50
H 3.22 -2.81 -4.43
H 6.20 0.08 -3.29
H 6.20 -0.53 -0.62
H 5.97 1.70 0.56
H 4.36 3.94 0.43
H 2.27 3.09 -1.14
H 6.13 -2.49 0.92
H 4.31 -4.04 2.29
H 1.89 -3.00 1.47
C -2.79 -1.86 2.36
C -3.28 -0.42 2.37
As -2.53 0.61 0.85
C -3.99 1.91 0.68
C -3.75 3.28 0.63
C -4.79 4.18 0.40
C -6.08 3.71 0.23
C -6.33 2.35 0.27
C -5.29 1.46 0.49
C -1.25 1.72 1.83
C -1.62 2.43 2.97
C -0.68 3.20 3.65
C 0.63 3.25 3.19
C 1.01 2.54 2.06
C 0.06 1.78 1.38
As -0.82 -1.97 2.50
C -0.65 -1.34 4.34
C 0.12 -0.21 4.57
C 0.28 0.28 5.86
C -0.35 -0.35 6.92
C -1.13 -1.48 6.70
C -1.28 -1.97 5.41
C -0.67 -3.88 2.88
C -1.59 -4.82 2.42
C -1.40 -6.17 2.67
C -0.29 -6.60 3.38
C 0.64 -5.68 3.83
C 0.45 -4.33 3.58
H -3.05 -2.34 1.42
H -3.24 -2.45 3.17
H -3.02 0.08 3.30
H -4.36 -0.40 2.27
H -2.74 3.66 0.75
H -4.58 5.24 0.36
H -6.89 4.41 0.05
H -7.34 1.97 0.12
H -5.51 0.40 0.49
H -2.64 2.40 3.33
H -0.97 3.75 4.53
H 1.37 3.84 3.72
H 2.03 2.56 1.70
H 0.36 1.24 0.49
H 0.61 0.29 3.74
H 0.89 1.16 6.03
H -0.23 0.03 7.93
H -1.62 -1.98 7.52
H -1.88 -2.86 5.24
H -2.47 -4.50 1.87
H -2.13 -6.89 2.31
H -0.15 -7.66 3.57
H 1.51 -6.01 4.37
H 1.19 -3.61 3.93
C -1.41 2.93 -2.10
Si -1.40 2.40 -3.91
C -3.19 2.34 -4.48
C -0.59 3.83 -4.85
N -0.64 0.90 -3.97
C -0.33 0.14 -5.04
C -0.04 -1.25 -4.89
C 0.33 -2.06 -5.96
C 0.43 -1.55 -7.25
C 0.15 -0.20 -7.44
C -0.22 0.62 -6.38
H -1.82 3.94 -1.96
H -0.40 2.92 -1.68
H -2.02 2.24 -1.51
H -3.68 3.32 -4.39
H -3.76 1.62 -3.89
H -3.25 2.04 -5.53
H -1.00 4.79 -4.50
H -0.77 3.78 -5.93
H 0.49 3.85 -4.69
H -0.14 -1.68 -3.91
H 0.53 -3.11 -5.77
H 0.72 -2.19 -8.07
H 0.21 0.22 -8.43
H -0.42 1.66 -6.58
```

=====

(6)
This record from the OMol25 dataset describes 2 unconnected molecules or ions with the total composition H4S4 at a distorted geometry. The level of theory is wB97M-V/def2-TZVPD.

As for the net charge: +1. For the lowest unoccupied orbital energy (spin up / spin down), the calculation gives -0.157 / -0.342 Eh. The spin multiplicity is 2. The calculation puts the total energy at -1594.77508 a.u. The HOMO-LUMO gap (spin up / spin down) comes out at 9.963 / 4.416 eV. The value obtained for the energy relative to the best compared isomer or geometry (same formula, charge and spin) is 77.89 kJ/mol.

XYZ file:
```
8
H4S4 | the OMol25 dataset | wB97M-V/def2-TZVPD
S -1.35 -0.19 -0.12
S -1.23 -0.79 -2.16
H -2.31 -1.11 0.28
H -2.38 -0.13 -2.41
S 1.79 1.72 1.17
S 1.57 -0.18 1.82
H 2.98 1.57 0.62
H 0.93 -0.90 0.81
```

=====

(7)
This record from the OMol25 dataset describes 4 unconnected molecules or ions with the total composition C23H61N3O15P4 at a distorted geometry. The level of theory is wB97M-V/def2-TZVPD.

As for the net charge: 0. For the lowest unoccupied orbital energy, the calculation gives -0.074 Eh. The calculation puts the total energy at -3571.04396 a.u. The HOMO-LUMO gap comes out at 6.200 eV. The structure (SMILES) is CNC[C@@H](OC[C@](N)(CCCCCOC)C[C@@H](C)O)[PH2]=N.COP(=O)(OC)OC.COP(=O)(OC)OC.COP(=O)(OC)OC.

XYZ file:
```
106
C23H61N3O15P4 | the OMol25 dataset | wB97M-V/def2-TZVPD
C 6.30 1.52 0.88
N 5.27 0.53 0.59
C 5.82 -0.66 -0.01
C 4.76 -1.65 -0.49
O 3.82 -2.05 0.49
C 2.68 -1.23 0.70
C 1.34 -1.86 0.20
N 0.80 -1.04 -0.91
C 0.37 -1.92 1.39
C -0.24 -0.55 1.80
C -1.71 -0.55 1.34
C -2.41 0.84 1.31
C -2.53 1.37 -0.10
O -1.25 1.81 -0.55
C -1.37 2.84 -1.52
C 1.56 -3.32 -0.25
C 0.33 -3.97 -0.90
C 0.50 -4.17 -2.40
O -0.05 -5.19 -0.24
P 4.07 -1.07 -2.09
N 3.73 0.46 -2.14
H 7.07 1.10 1.53
H 6.73 1.92 -0.04
H 5.84 2.34 1.42
H 4.61 0.97 -0.04
H 6.38 -0.37 -0.92
H 6.54 -1.16 0.64
H 5.31 -2.57 -0.74
H 2.59 -1.14 1.78
H 2.80 -0.22 0.32
H -0.17 -0.79 -0.79
H 0.84 -1.53 -1.79
H -0.46 -2.61 1.22
H 0.93 -2.31 2.24
H 0.32 0.31 1.44
H -0.28 -0.53 2.89
H -1.79 -0.96 0.33
H -2.26 -1.25 1.97
H -1.82 1.52 1.92
H -3.41 0.71 1.70
H -2.89 0.61 -0.80
H -3.23 2.21 -0.14
H -1.36 3.81 -1.03
H -2.30 2.72 -2.08
H -0.55 2.74 -2.23
H 2.42 -3.41 -0.91
H 1.80 -3.89 0.64
H -0.50 -3.28 -0.76
H 0.37 -3.20 -2.87
H -0.29 -4.80 -2.80
H 1.49 -4.54 -2.64
H -0.77 -4.98 0.36
H 3.02 -1.95 -2.41
H 5.13 -1.38 -2.98
H 2.75 0.59 -2.36
C -5.74 7.41 -1.83
O -4.89 7.43 -0.69
P -4.32 5.95 -0.20
O -4.11 5.34 -1.54
O -5.81 5.61 0.43
C -6.41 6.49 1.40
O -3.71 4.61 0.57
C -3.84 4.45 2.00
H -6.29 8.35 -1.81
H -5.15 7.34 -2.74
H -6.44 6.57 -1.78
H -7.23 7.03 0.94
H -5.70 7.21 1.80
H -6.79 5.88 2.22
H -4.82 4.03 2.23
H -3.71 5.39 2.54
H -3.07 3.76 2.33
C 2.59 -5.99 -6.75
O 3.24 -4.77 -6.36
P 2.25 -3.53 -6.13
O 1.04 -3.97 -5.43
O 1.98 -3.25 -7.72
C 3.05 -3.34 -8.68
O 2.45 -1.99 -5.74
C 3.40 -1.14 -6.42
H 3.36 -6.61 -7.20
H 2.18 -6.49 -5.88
H 1.81 -5.80 -7.48
H 2.92 -4.24 -9.28
H 4.03 -3.37 -8.21
H 2.99 -2.46 -9.33
H 2.95 -0.76 -7.34
H 4.32 -1.67 -6.65
H 3.63 -0.31 -5.76
C -0.95 1.74 5.66
O -1.38 0.38 5.75
P -2.78 0.14 6.63
O -3.49 1.30 6.02
O -2.07 0.51 8.06
C -0.95 -0.25 8.53
O -4.16 -0.41 7.36
C -4.14 -1.40 8.41
H 0.11 1.72 5.39
H -1.50 2.25 4.87
H -1.07 2.26 6.60
H -0.04 0.35 8.45
H -0.81 -1.17 7.98
H -1.12 -0.49 9.58
H -3.94 -0.91 9.36
H -3.40 -2.17 8.23
H -5.12 -1.86 8.44
```

=====

(8)
This record from the OMol25 dataset describes a molecular structure, C7H11IN at a distorted geometry. The level of theory is wB97M-V/def2-TZVPD.

As for the net charge: +1. For the lowest unoccupied orbital energy (spin up / spin down), the calculation gives -0.185 / -0.284 Eh. The spin multiplicity is 3. The calculation puts the total energy at -625.29662 a.u. The HOMO-LUMO gap (spin up / spin down) comes out at 8.532 / 5.923 eV. The value obtained for the energy relative to the best compared isomer or geometry (same formula, charge and spin) is 0.00 kJ/mol.

XYZ file:
```
20
C7H11IN | the OMol25 dataset | wB97M-V/def2-TZVPD
C -0.83 1.15 -0.50
C 1.13 -0.78 0.81
C 0.15 0.18 1.48
C 0.68 -1.41 -0.50
C -0.11 1.49 0.70
C 0.64 -0.42 -1.70
C -0.59 0.41 -1.58
N -2.72 0.61 -0.33
I -3.51 0.94 1.35
H 2.09 -0.28 0.66
H 1.30 -1.59 1.52
H -0.80 -0.34 1.65
H 0.56 0.46 2.45
H 1.38 -2.20 -0.77
H -0.31 -1.87 -0.39
H -0.66 2.19 1.33
H 0.84 1.97 0.43
H 1.55 0.19 -1.66
H 0.60 -0.98 -2.63
H -1.37 0.27 -2.31
```

=====

(9)
This record from the OMol25 dataset describes C6H8INO3 in the gas phase at a distorted geometry. The level of theory is wB97M-V/def2-TZVPD.

As for the net charge: 0. For the lowest unoccupied orbital energy, the calculation gives -0.018 Eh. The calculation puts the total energy at -811.48760 a.u. The HOMO-LUMO gap comes out at 8.685 eV. The structure (SMILES) is C#C[C@@H](I)N[C@@H](CO)C(=O)O. The value obtained for the energy relative to the best compared isomer or geometry (same formula, charge and spin) is 0.00 kJ/mol.

XYZ file:
```
19
C6H8INO3 | the OMol25 dataset | wB97M-V/def2-TZVPD
C -0.89 2.60 1.52
C -0.17 1.70 1.90
C 0.15 -1.80 -0.99
C -0.58 0.51 -1.54
C 0.71 0.59 1.85
C -0.37 -0.50 -0.38
N 0.75 -0.08 0.57
O 0.22 -2.78 -0.09
O 0.52 -1.93 -2.13
O 0.60 0.80 -2.22
I 0.16 -1.07 3.41
H -1.37 3.47 1.22
H -1.06 1.36 -1.11
H -1.28 -0.02 -2.20
H 1.75 0.67 2.21
H -1.40 -0.85 -0.03
H 1.57 0.06 0.03
H -0.33 -2.72 0.71
H 1.02 -0.02 -2.73
```

=====

(10)
This record from the OMol25 dataset describes C2H2Br3OP in the gas phase at a distorted geometry. The level of theory is wB97M-V/def2-TZVPD.

As for the net charge: 0. For the lowest unoccupied orbital energy, the calculation gives -0.054 Eh. The calculation puts the total energy at -8215.98368 a.u. The HOMO-LUMO gap comes out at 6.968 eV. The structure (SMILES) is C=P(Br)(Br)C(=O)Br. The value obtained for the energy relative to the best compared isomer or geometry (same formula, charge and spin) is 250.67 kJ/mol.

XYZ file:
```
9
C2H2Br3OP | the OMol25 dataset | wB97M-V/def2-TZVPD
C 1.01 -1.09 -0.34
C -0.23 1.29 0.85
O 1.50 -1.62 0.60
P -0.46 -0.13 -0.06
Br 2.23 -1.19 -2.02
Br -1.82 -1.30 1.18
Br -1.70 0.12 -1.81
H -1.10 1.99 1.02
H 0.56 1.92 0.57
```

=====

(11)
This record from the OMol25 dataset describes C3H2O3 in the gas phase at a distorted geometry. The level of theory is wB97M-V/def2-TZVPD.

As for the net charge: 0. For the lowest unoccupied orbital energy, the calculation gives -0.007 Eh. The calculation puts the total energy at -340.97703 a.u. The HOMO-LUMO gap comes out at 9.714 eV. The structure (SMILES) is O=C1CC12OO2. The value obtained for the energy relative to the best compared isomer or geometry (same formula, charge and spin) is 682.05 kJ/mol.

XYZ file:
```
8
C3H2O3 | the OMol25 dataset | wB97M-V/def2-TZVPD
C 1.15 -0.58 1.08
C 0.22 0.11 0.26
C -0.13 -0.55 1.87
O 2.13 -1.24 1.22
O -1.03 -1.52 2.19
O -1.24 -0.15 2.56
H 0.29 1.26 0.26
H -0.14 -0.46 -0.71
```

=====

(12)
This record from the OMol25 dataset describes a molecular structure, C16H20N2OPSn at a distorted geometry. The level of theory is wB97M-V/def2-TZVPD.

As for the net charge: +1. For the lowest unoccupied orbital energy, the calculation gives -0.094 Eh. The calculation puts the total energy at -1361.71148 a.u. The HOMO-LUMO gap comes out at 8.824 eV.

XYZ file:
```
41
C16H20N2OPSn | the OMol25 dataset | wB97M-V/def2-TZVPD
C -3.46 1.14 1.24
C -4.51 2.07 0.79
C -4.05 3.42 0.37
C -2.84 3.61 1.19
C -2.17 2.39 1.61
Sn -2.34 1.76 -0.64
P -3.73 -0.72 -1.60
H -3.60 0.06 1.57
H -5.62 1.82 0.66
H -4.74 4.21 0.05
H -1.25 2.36 2.24
H -2.56 4.64 1.47
H -3.02 -1.60 -2.58
H -5.05 -1.32 -1.60
H -3.23 -1.34 -0.34
C 3.08 -2.32 0.42
N 1.71 -1.84 0.56
N 1.25 -0.70 -0.03
C -0.11 -0.64 0.12
O -0.74 0.29 -0.46
C -0.48 -1.77 0.93
C 0.67 -2.51 1.07
C 0.92 -3.89 1.62
C 2.09 0.20 -0.74
C 2.86 -0.30 -1.78
C 3.76 0.54 -2.44
C 3.85 1.89 -2.05
C 3.08 2.39 -0.99
C 2.15 1.56 -0.35
H 3.36 -2.80 1.38
H 3.76 -1.48 0.24
H 3.17 -3.07 -0.42
H -1.47 -1.97 1.26
H 1.24 -4.59 0.82
H 1.73 -3.88 2.38
H 0.00 -4.28 2.08
H 2.74 -1.35 -2.08
H 4.40 0.14 -3.21
H 4.53 2.55 -2.54
H 3.17 3.42 -0.65
H 1.48 1.89 0.46
```

=====

Which value of net charge does entry 7 give? 0

=====

Among the records above, which one has the highest total energy? C3H11N2O